Formula: C19H38ClCsFN2O10SV
Source: OMol25
Level of theory: ωB97M-V/def2-TZVPD

Values from the calculation:
HOMO = -7.198 eV
LUMO level = -0.21068 hartree
Energy = -3530.4074 a.u.
Maximum force = 6.72 eV/Å
Frontier orbital gap = 1.46 eV

```
74
C19H38ClCsFN2O10SV | OMol25 | ωB97M-V/def2-TZVPD
Cs -4.810 1.474 1.124
V 2.952 -3.074 5.229
Cl 5.878 0.864 4.721
S 4.646 0.253 3.153
F -3.692 -0.211 -0.050
O 4.979 -1.170 2.798
O 2.328 -3.530 3.674
O -5.364 -3.823 0.030
O 0.682 5.963 -0.244
O 0.415 6.584 4.014
O 3.568 -2.634 6.792
O -0.277 0.881 -4.384
O 3.229 0.250 3.724
O -6.877 -3.308 1.562
O 1.681 -0.199 -4.007
N 0.804 -1.405 0.356
N 1.439 0.479 -1.069
C -4.670 -4.760 -0.808
C 1.354 2.755 -2.330
C 0.508 5.645 1.155
C 5.100 0.495 0.287
C -0.760 1.626 -1.466
C -6.437 -4.125 0.782
C 0.653 0.632 -3.543
C 3.756 -0.305 -0.149
C -5.364 -4.913 -2.147
C -1.928 0.589 -1.766
C 0.233 4.892 -1.099
C 2.891 0.755 -1.032
C -2.260 -0.182 -0.365
C -7.127 -5.444 0.582
C 4.762 1.322 1.647
C 1.311 3.707 -1.033
C 0.690 1.286 -2.057
C 1.082 -0.954 -1.067
C 1.441 -2.721 0.647
H -4.530 -5.715 -0.294
H -2.890 1.153 -2.069
H 3.237 -0.603 0.819
H -6.489 -6.219 0.163
H -0.604 1.872 -0.348
H -0.746 4.472 -0.638
H 0.456 7.439 4.444
H 2.362 2.696 -2.851
H 1.051 4.700 1.501
H -1.696 0.256 0.531
H 3.753 1.879 1.570
H 1.094 -0.676 1.021
H -3.671 -4.347 -0.967
H -4.807 -5.592 -2.795
H 3.299 0.702 -2.107
H 5.364 1.293 -0.488
H 2.587 -2.691 0.714
H 5.545 2.140 1.848
H -0.044 5.218 -2.158
H 5.956 -0.212 0.541
H 1.249 3.091 -0.058
H 4.018 -1.227 -0.790
H -0.581 5.547 1.487
H -1.074 2.633 -1.937
H 1.137 -3.482 -0.147
H -7.992 -5.297 -0.066
H -1.699 -0.232 -2.514
H -1.889 -1.264 -0.479
H 0.985 6.514 1.745
H 1.860 -1.639 -1.585
H -6.379 -5.299 -2.035
H 2.347 4.221 -0.981
H 0.982 -3.092 1.638
H 0.637 3.239 -3.097
H 3.170 1.777 -0.569
H -7.460 -5.811 1.554
H 0.098 -1.195 -1.624
H -5.450 -3.944 -2.643
```

What are the Löwdin partial charges on each atom? They are as follows, in elementary charge units: 1.22 1.13 0.36 0.43 -0.54 -0.40 -0.58 -0.01 -0.22 -0.25 -0.60 -0.04 -0.43 0.09 -0.10 -0.10 -0.09 -0.22 -0.12 -0.13 -0.18 -0.12 -0.53 -0.48 -0.16 -0.06 -0.13 -0.22 -0.16 -0.16 0.01 -0.25 -0.18 -0.32 -0.20 -0.15 0.12 0.12 0.08 0.07 0.12 0.11 -0.08 0.12 0.09 0.11 0.12 0.10 0.12 0.09 0.14 0.13 0.08 0.11 0.13 0.11 0.10 0.13 0.09 0.12 0.09 0.10 0.11 0.12 0.09 0.14 0.07 0.13 0.07 0.13 0.11 0.10 0.13 0.08

---

Formula: C4H6N2
Source: OMol25
Level of theory: ωB97M-V/def2-TZVPD

Values from the calculation:
HOMO = -9.033 eV
LUMO level = 0.03549 hartree
Energy = -265.3845 a.u.
Maximum force = 0.44 eV/Å
Energy above the lowest of the compared OMol25 structures with the same formula, charge and spin = 4.1101 eV
Frontier orbital gap = 10.00 eV

```
12
C4H6N2 | OMol25 | ωB97M-V/def2-TZVPD
N -1.495 -0.853 0.759
N -1.821 0.553 1.042
C 1.444 0.297 -0.929
C -0.017 -1.000 0.847
C -1.206 0.205 -0.212
C 0.269 -0.131 -0.124
H 1.489 1.387 -1.002
H 0.517 -1.656 1.527
H -1.781 0.378 -1.117
H -1.151 0.961 1.694
H 1.371 -0.096 -1.951
H 2.380 -0.070 -0.501
```

What are the natural (NBO) partial charges on each atom? They are as follows, in elementary charge units: -0.26 -0.42 -0.65 -0.08 0.01 -0.03 0.22 0.21 0.20 0.34 0.23 0.23

---

Formula: C4H8O
Source: OMol25
Level of theory: ωB97M-V/def2-TZVPD

Values from the calculation:
HOMO = -10.118 eV
LUMO level = 0.03977 hartree
Energy = -232.4045 a.u.
Maximum force = 0.43 eV/Å
Energy above the lowest of the compared OMol25 structures with the same formula, charge and spin = 1.1189 eV
SMILES = OCC1CC1
Frontier orbital gap = 11.20 eV

```
13
C4H8O | OMol25 | ωB97M-V/def2-TZVPD
O 2.377 -0.346 -0.106
C 0.004 0.059 -0.465
C -1.296 0.742 -0.157
C -1.166 -0.740 0.044
C 1.223 0.296 0.402
H 1.012 -0.020 1.439
H 2.163 -1.279 -0.231
H 1.473 1.361 0.432
H -1.887 1.098 -0.996
H -1.120 -1.098 1.071
H -1.690 -1.405 -0.637
H 0.255 -0.044 -1.519
H -1.348 1.377 0.724
```

What are the natural (NBO) partial charges on each atom? They are as follows, in elementary charge units: -0.71 -0.27 -0.42 -0.42 -0.05 0.15 0.46 0.18 0.22 0.21 0.22 0.22 0.21

---

Formula: C10H15N3OPTc
Source: OMol25
Level of theory: ωB97M-V/def2-TZVPD

Values from the calculation:
HOMO (alpha / beta) = -9.956 / -11.919 eV
Charge = +1
LUMO level (alpha / beta) = -0.11171 / -0.15590 hartree
Energy = -1051.4060 a.u.
Maximum force = 7.28 eV/Å
Energy above the lowest of the compared OMol25 structures with the same formula, charge and spin = 0.4866 eV
Spin multiplicity = 4
Frontier orbital gap (alpha / beta) = 6.92 / 7.68 eV
<S²> = 3.766

```
31
C10H15N3OPTc | OMol25 | ωB97M-V/def2-TZVPD
Tc 0.968 -1.384 0.448
P -0.361 -1.076 2.529
O -1.964 0.026 -0.194
N 2.471 1.265 0.194
N 0.274 0.542 0.036
N -1.375 2.189 -0.688
C -2.757 2.485 -1.091
C 0.206 -2.057 -1.410
C -0.476 -2.597 -0.313
C 1.601 -2.394 -1.294
C 1.802 -3.165 -0.083
C -0.475 3.215 -0.581
C 1.173 1.563 -0.008
C 0.810 2.914 -0.234
C -1.076 0.871 -0.264
C 0.489 -3.335 0.552
H -3.056 1.850 -1.928
H -0.578 -2.093 3.521
H 1.557 3.708 -0.166
H -1.711 -0.561 2.541
H 2.307 -2.318 -2.104
H -0.867 4.212 -0.802
H 2.665 -3.779 0.074
H -3.446 2.320 -0.260
H -1.523 -2.527 -0.107
H 0.144 -0.092 3.464
H 0.306 -4.001 1.379
H 3.169 2.006 0.163
H -0.258 -1.612 -2.277
H 2.784 0.290 0.291
H -2.801 3.537 -1.390
```

What are the natural (NBO) partial charges on each atom? They are as follows, in elementary charge units: 0.55 0.17 -0.61 -0.75 -0.63 -0.40 -0.40 -0.26 -0.32 -0.28 -0.33 0.15 0.49 -0.39 0.79 -0.29 0.23 0.06 0.25 0.06 0.27 0.24 0.27 0.23 0.28 0.05 0.27 0.42 0.27 0.41 0.21

---

Formula: C20H27N2O19
Source: OMol25
Level of theory: ωB97M-V/def2-TZVPD

Values from the calculation:
HOMO = -2.109 eV
Charge = -1
LUMO level = 0.07590 hartree
Energy = -2317.3902 a.u.
Maximum force = 1.72 eV/Å
Frontier orbital gap = 4.17 eV

```
68
C20H27N2O19 | OMol25 | ωB97M-V/def2-TZVPD
O 4.720 1.315 -1.324
O -1.587 -5.052 4.464
O -0.484 4.634 1.526
O 5.325 -3.278 -3.712
O 0.629 -5.324 4.437
O -7.122 -0.289 1.149
O 1.221 5.919 -1.766
O 0.202 5.972 -3.758
O -7.003 1.344 -0.399
O -5.801 1.469 1.500
O -1.026 -4.694 -0.987
O -0.294 4.333 -2.300
O 3.079 1.210 0.214
O 0.679 -3.566 -0.084
O -0.660 -6.779 5.573
O -1.445 -2.949 0.365
O 4.198 -5.195 -3.376
O 3.297 3.038 -1.056
O 3.538 -3.292 -2.382
N -1.296 2.436 1.929
N -2.776 2.579 1.904
C 0.154 -5.175 -1.636
C 4.344 -4.034 -3.177
C -0.675 -3.663 -0.181
C 5.036 -1.900 -3.426
C -6.325 -0.606 2.297
C -5.823 0.753 2.729
C 0.336 -4.299 3.478
C -1.047 -3.859 3.873
C -0.552 -5.813 4.894
C 1.246 -4.737 -0.690
C 1.905 6.902 -2.544
C 0.308 5.308 -2.574
C 3.782 1.809 -0.776
C -3.154 2.802 0.537
C 2.189 2.202 0.768
C -6.669 0.895 0.647
C -0.871 3.571 1.877
C 0.913 7.202 -3.646
C 4.156 -2.002 -2.204
C 2.047 3.181 -0.341
H -2.753 3.725 0.068
H -6.508 1.254 3.417
H 4.727 -2.012 -1.276
H -6.928 -1.102 3.055
H -4.224 2.908 0.521
H -1.645 -3.538 3.023
H 0.237 -4.702 -2.616
H 2.666 2.637 1.649
H 0.212 7.994 -3.373
H -2.876 1.972 -0.141
H 0.364 -4.734 2.477
H 1.915 4.197 0.015
H 1.229 2.936 -1.016
H 2.834 6.470 -2.922
H 5.952 -1.346 -3.244
H -1.038 -3.066 4.622
H -4.826 0.734 3.162
H -5.515 -1.271 1.990
H 2.171 -4.497 -1.201
H 2.138 7.772 -1.934
H 1.444 -5.479 0.088
H 0.108 -6.254 -1.764
H 1.068 -3.498 3.537
H 3.409 -1.216 -2.149
H 1.239 1.756 1.060
H 1.387 7.455 -4.591
H 4.518 -1.463 -4.281
```

What are the natural (NBO) partial charges on each atom? They are as follows, in elementary charge units: -0.63 -0.49 -0.62 -0.49 -0.50 -0.51 -0.49 -0.49 -0.59 -0.46 -0.49 -0.54 -0.49 -0.50 -0.58 -0.57 -0.59 -0.50 -0.51 -0.50 -0.66 -0.10 0.97 0.96 -0.10 -0.10 -0.10 -0.10 -0.11 0.97 -0.11 -0.10 0.97 0.97 -0.44 -0.11 0.97 0.80 -0.10 -0.10 -0.12 0.12 0.17 0.20 0.19 0.20 0.23 0.19 0.18 0.18 0.12 0.18 0.23 0.22 0.18 0.21 0.19 0.24 0.19 0.24 0.20 0.17 0.20 0.21 0.22 0.24 0.20 0.19